Below is an isolated ion of composition C4H9NP and charge +1, with properties calculated with wB97M-V/def2-TZVPD.

Geometry as XYZ:
```
15
Properties=species:S:1:pos:R:3:forces:R:3
N 0.4781 -1.7313 -0.5153 1.34 -0.42 0.05
C -0.1673 -0.8631 0.5066 -2.08 1.74 -1.05
C 0.6828 0.4094 0.6039 0.33 -1.41 -0.75
C -0.0638 1.5070 -0.1227 -0.29 2.11 0.14
C -1.4857 1.1106 -0.4201 1.31 -0.88 0.08
P -2.0531 -0.3588 0.0264 1.53 -1.19 0.27
H 0.9313 -2.5672 -0.0927 -1.08 -0.07 -0.65
H 1.3239 -1.1480 -0.6512 -0.42 -0.55 -1.22
H -0.0556 -1.8775 -1.4075 0.66 -0.17 1.04
H -0.2854 -1.3197 1.4208 0.30 -1.64 1.84
H 1.6741 0.1258 0.1528 -0.52 0.92 0.16
H 0.9752 0.5887 1.6221 -0.36 0.54 0.53
H 0.5282 2.0274 -0.9029 -0.57 -0.64 -0.07
H -0.2531 2.3427 0.5576 0.39 0.13 0.30
H -2.2293 1.7541 -0.7777 -0.55 1.50 -0.68
```
Forces are in eV/Å.

The spin multiplicity is 1. As for the SMILES: [NH3+][C@H]1CCC=P1. Its charge is +1. As for the HOMO-LUMO gap: 9.802 eV.


Below is a 2-piece molecular cluster, C2H8N3 overall, with properties calculated with wB97M-V/def2-TZVPD.

Geometry as XYZ:
```
13
Properties=species:S:1:pos:R:3:forces:R:3
C -1.1419 0.0849 0.4223 -1.64 -0.60 -3.84
C 0.9809 -0.8582 0.2566 3.41 5.27 1.23
N -2.3889 0.3750 -0.0140 1.52 -0.25 0.04
N 1.9012 0.8692 -0.3694 -1.67 -3.11 1.76
N -0.2496 -0.6297 -0.2826 -2.53 0.04 -0.43
H -0.7962 0.4957 1.3100 0.27 0.52 1.76
H 1.7853 -1.4721 -0.0878 -0.66 -1.04 -0.40
H 0.9766 -0.5755 1.3329 0.30 -0.87 -0.85
H -2.9721 1.1087 0.3590 0.39 0.02 0.79
H -2.7506 0.1054 -0.9194 0.47 -0.44 -0.08
H 2.4410 0.4706 -1.1233 0.30 -0.06 -0.60
H 2.5587 0.8077 0.4072 0.28 0.54 0.06
H -0.3446 -0.7817 -1.2915 -0.45 -0.02 0.56
```
Forces are in eV/Å.

The spin multiplicity is 1. Its charge is +1. As for the HOMO-LUMO gap (alpha / beta): 8.856 / 8.856 eV.


Below is a 2-piece molecular cluster, C2H10N2O overall, with properties calculated with wB97M-V/def2-TZVPD.

Geometry as XYZ:
```
15
Properties=species:S:1:pos:R:3:forces:R:3
C 0.4199 -1.4605 -0.4597 -0.35 0.67 -0.26
N -0.6101 -1.7178 0.5502 0.16 0.29 -0.42
C -0.8150 -0.5842 1.4401 -0.35 -1.02 -0.02
O -1.7340 0.4167 0.9893 2.48 1.93 -1.45
H 0.2621 -0.4721 -0.9480 0.23 -0.40 0.11
H 0.3820 -2.2098 -1.2521 0.07 -0.07 0.18
H 1.4179 -1.4679 0.0003 -0.25 -0.07 -0.10
H -1.4824 -1.9589 0.0851 0.10 0.06 0.25
H 0.1965 -0.2253 1.6537 -0.24 0.42 0.14
H -1.2501 -1.0068 2.3450 -0.07 0.31 0.15
H -1.1754 1.1343 0.4762 -1.70 -2.06 1.30
N 0.8196 2.3101 -1.0973 0.69 -0.27 -0.44
H 1.2066 3.1195 -0.6008 -0.16 -0.33 -0.34
H 1.5504 1.5891 -1.0834 -0.29 0.24 0.43
H 0.8121 2.5336 -2.0986 -0.32 0.31 0.47
```
Forces are in eV/Å.

The spin multiplicity is 1. As for the SMILES: CNCO.N. As for the HOMO-LUMO gap: 9.696 eV.


Below is C6H12O as an isolated structure, with properties calculated with wB97M-V/def2-TZVPD.

Geometry as XYZ:
```
19
Properties=species:S:1:pos:R:3:forces:R:3
C 1.9859 0.5800 1.3485 2.80 -1.54 3.28
C 1.0531 1.4981 0.7768 -5.82 -0.07 4.54
C -0.3193 0.7690 0.4329 2.54 -4.17 2.83
C -0.3472 -0.1322 -0.7628 -0.17 -3.40 5.23
C -1.7480 -0.4608 -1.0430 1.75 -2.97 1.52
C -2.1680 -1.6658 -1.1178 -4.04 -8.02 -2.76
H 2.4093 -0.1464 0.6747 -0.32 -0.51 -0.28
H 1.7644 0.0900 2.3425 -0.36 0.32 -1.19
H 2.8435 1.1838 1.5979 0.80 0.22 0.26
H 1.4342 1.6082 -0.1181 1.86 2.51 -4.66
H 0.8577 2.4166 1.5506 0.51 -1.90 -2.51
H -1.0130 1.4556 0.1138 -2.42 1.85 0.81
H -0.5147 -0.3039 1.2579 -0.17 4.18 -1.45
H -0.3449 0.4034 -1.5719 3.06 2.86 -5.57
H 1.1549 -1.3357 -0.9493 4.37 -0.09 -2.79
H -2.3908 0.2367 -1.3070 -2.72 3.74 -0.87
H -1.6135 -2.7515 -1.1371 -0.90 3.40 0.68
H -3.4605 -2.0895 -1.6289 3.87 2.02 1.77
O 0.4168 -1.3556 -0.4597 -4.66 1.58 1.15
```
Forces are in eV/Å.

The spin multiplicity is 1. As for the HOMO-LUMO gap: 10.644 eV.


Below is one molecule with the formula CH3ClFP, with properties calculated with wB97M-V/def2-TZVPD.

Geometry as XYZ:
```
7
Properties=species:S:1:pos:R:3:forces:R:3
C -0.6933 -0.1991 -0.1940 2.42 -1.40 -4.56
F -1.7649 0.4899 -0.4881 -2.69 1.55 -0.79
P 0.8328 0.9426 -0.0817 -4.51 1.03 2.11
Cl 2.3401 -0.3528 -0.3018 3.39 -2.85 -0.68
H -0.8423 -0.6439 0.7135 0.29 -1.04 2.84
H -0.6074 -1.0738 -0.9851 0.21 1.65 1.29
H 0.7350 0.8371 1.3373 0.89 1.07 -0.22
```
Forces are in eV/Å.

Its expectation value of S² is 2.00. The spin multiplicity is 3. As for the HOMO-LUMO gap (alpha / beta): 5.834 / 7.624 eV.


Below is one molecule with the formula C5HF7, with properties calculated with wB97M-V/def2-TZVPD.

Geometry as XYZ:
```
13
Properties=species:S:1:pos:R:3:forces:R:3
C -0.5570 -0.1429 0.1513 4.94 -0.72 0.66
C 0.1406 -1.1566 -0.2882 -0.49 -0.77 0.38
C 2.2304 -0.2949 0.6186 -0.56 -0.30 0.84
C 1.5784 -1.5046 0.0060 0.45 -0.86 0.02
C 2.9062 0.6598 -0.3025 0.03 2.40 -0.61
F -0.5255 -2.0975 -0.9665 0.02 -0.76 -0.73
F 2.9428 -0.5103 1.7536 -1.12 0.43 -1.44
F 1.7467 -2.5307 0.9000 -0.66 0.40 -0.76
F 2.2528 -1.8955 -1.1562 -0.76 0.39 0.99
F 2.0988 1.0543 -1.2870 -0.50 -1.11 -0.94
F 3.1661 1.8036 0.3056 0.41 0.85 1.70
F 4.0779 0.2939 -0.8156 0.00 -1.13 -0.14
H -1.4190 0.3784 -0.0446 -1.76 1.17 0.03
```
Forces are in eV/Å.

The spin multiplicity is 1. As for the HOMO-LUMO gap: 6.385 eV.


Copy entry 4 word for word.
Below is C6H12O as an isolated structure, with properties calculated with wB97M-V/def2-TZVPD.

Geometry as XYZ:
```
19
Properties=species:S:1:pos:R:3:forces:R:3
C 1.9859 0.5800 1.3485 2.80 -1.54 3.28
C 1.0531 1.4981 0.7768 -5.82 -0.07 4.54
C -0.3193 0.7690 0.4329 2.54 -4.17 2.83
C -0.3472 -0.1322 -0.7628 -0.17 -3.40 5.23
C -1.7480 -0.4608 -1.0430 1.75 -2.97 1.52
C -2.1680 -1.6658 -1.1178 -4.04 -8.02 -2.76
H 2.4093 -0.1464 0.6747 -0.32 -0.51 -0.28
H 1.7644 0.0900 2.3425 -0.36 0.32 -1.19
H 2.8435 1.1838 1.5979 0.80 0.22 0.26
H 1.4342 1.6082 -0.1181 1.86 2.51 -4.66
H 0.8577 2.4166 1.5506 0.51 -1.90 -2.51
H -1.0130 1.4556 0.1138 -2.42 1.85 0.81
H -0.5147 -0.3039 1.2579 -0.17 4.18 -1.45
H -0.3449 0.4034 -1.5719 3.06 2.86 -5.57
H 1.1549 -1.3357 -0.9493 4.37 -0.09 -2.79
H -2.3908 0.2367 -1.3070 -2.72 3.74 -0.87
H -1.6135 -2.7515 -1.1371 -0.90 3.40 0.68
H -3.4605 -2.0895 -1.6289 3.87 2.02 1.77
O 0.4168 -1.3556 -0.4597 -4.66 1.58 1.15
```
Forces are in eV/Å.

The spin multiplicity is 1. As for the HOMO-LUMO gap: 10.644 eV.